{
  "formula": "C3H4N2O",
  "method": "ωB97M-V with the def2-TZVPD basis set",
  "symbols": ["C", "C", "N", "N", "C", "O", "H", "H", "H", "H"],
  "xyz": [[-2.002, -0.045, 0.034], [-0.670, 0.154, 0.029], [0.093, 1.190, -0.023], [1.461, 0.657, -0.011], [1.468, -0.558, 0.017], [0.134, -1.009, -0.103], [-2.642, 0.819, -0.079], [-2.114, -0.711, 0.999], [-2.345, -0.980, -0.708], [2.378, -1.284, 0.365]],
  "forces_ev_per_angstrom": [[-5.77, -5.43, 0.43], [8.15, -0.41, -2.30], [1.06, -0.83, 0.30], [0.18, 5.65, 0.42], [-1.08, -4.52, 0.85], [-0.15, -0.80, 1.36], [-0.04, -0.06, 0.32], [-0.68, 1.78, -1.18], [1.04, 2.84, 1.33], [-2.72, 1.78, -1.54]],
  "homo_energy_ev": -10.266,
  "fmax_ev_per_a": 8.48,
  "lumo_energy_ha": 0.029,
  "smiles": "Cc1nnco1",
  "relative_energy_kj_mol": 298.3,
  "homo_lumo_gap_ev": 11.1
}

=====

{
  "formula": "C14H28NO2",
  "method": "ωB97M-V with the def2-TZVPD basis set",
  "symbols": ["C", "C", "C", "N", "C", "C", "C", "C", "C", "C", "C", "C", "C", "O", "C", "H", "H", "H", "H", "H", "H", "H", "H", "H", "H", "H", "H", "H", "H", "H", "H", "H", "H", "H", "H", "H", "H", "H", "H", "C", "O", "H", "H", "H", "H"],
  "xyz": [[5.000, -1.763, 1.632], [4.604, -1.218, 0.639], [4.116, -0.546, -0.585], [2.675, -0.383, -0.563], [2.291, 0.997, -0.599], [0.858, 1.143, -0.043], [0.738, 2.109, 1.129], [-0.614, 1.977, 1.855], [-1.830, 2.323, 0.980], [-2.521, 1.136, 0.315], [-3.965, 1.489, -0.139], [-5.037, 0.657, 0.577], [-5.278, -0.678, -0.151], [-5.674, -1.707, 0.752], [-4.582, -2.415, 1.310], [5.368, -2.240, 2.511], [4.671, 0.397, -0.718], [4.424, -1.211, -1.409], [2.251, 1.392, -1.652], [2.986, 1.665, -0.049], [0.556, 0.150, 0.294], [0.188, 1.447, -0.852], [0.818, 3.150, 0.797], [1.520, 1.891, 1.860], [-0.702, 0.934, 2.172], [-0.637, 2.603, 2.751], [-1.552, 3.044, 0.205], [-2.575, 2.836, 1.598], [-2.570, 0.283, 0.993], [-1.975, 0.811, -0.569], [-4.151, 2.552, 0.028], [-4.059, 1.338, -1.218], [-5.973, 1.218, 0.553], [-4.753, 0.439, 1.606], [-6.103, -0.541, -0.849], [-4.377, -0.992, -0.683], [-4.790, -2.609, 2.361], [-4.419, -3.353, 0.773], [-3.653, -1.841, 1.255], [6.758, -2.843, -2.964], [5.524, -2.180, -3.184], [7.106, -2.550, -1.976], [6.636, -3.931, -2.986], [7.508, -2.550, -3.707], [5.195, -2.431, -4.051]],
  "forces_ev_per_angstrom": [[0.40, -0.43, 0.69], [0.08, 0.57, -0.40], [-0.88, -0.57, -0.21], [0.23, 0.31, 0.32], [-0.20, -0.78, -0.46], [0.29, 0.24, 0.05], [-0.75, -0.11, 0.25], [0.15, -0.08, -0.49], [-0.05, -0.04, 0.26], [-0.61, 0.22, -0.60], [0.28, -0.17, 0.29], [0.01, 0.03, -0.85], [-0.02, 0.07, 0.70], [-0.08, 0.02, -0.15], [0.05, 0.19, -0.08], [-0.15, 0.06, -0.13], [0.16, 0.03, 0.08], [0.15, 0.24, 0.02], [0.17, 0.33, 0.07], [-0.05, 0.14, 0.08], [0.04, -0.09, -0.07], [-0.15, 0.03, 0.04], [0.32, 0.03, 0.00], [0.20, 0.11, -0.11], [-0.07, 0.02, 0.20], [0.11, 0.01, 0.05], [0.08, 0.02, 0.00], [-0.05, -0.05, 0.05], [0.12, -0.02, 0.11], [0.32, -0.09, 0.18], [0.03, 0.04, 0.05], [-0.10, 0.01, -0.03], [-0.09, -0.09, 0.38], [-0.01, 0.16, 0.12], [0.09, -0.18, -0.20], [0.00, 0.01, -0.17], [-0.05, -0.14, 0.01], [-0.03, -0.07, 0.05], [0.00, 0.07, 0.04], [-0.18, 0.04, -0.11], [0.21, -0.09, -0.15], [-0.03, 0.01, 0.02], [0.08, -0.01, 0.04], [0.06, -0.03, 0.05], [-0.07, 0.01, 0.01]],
  "homo_energy_ev": -1.304,
  "fmax_ev_per_a": 1.07,
  "lumo_energy_ha": 0.106,
  "charge": -1,
  "homo_lumo_gap_ev": 4.2
}

=====

{
  "formula": "C3H6FN",
  "method": "ωB97M-V with the def2-TZVPD basis set",
  "symbols": ["F", "C", "C", "C", "N", "H", "H", "H", "H", "H", "H"],
  "xyz": [[1.176, -0.181, -2.247], [0.787, 0.428, -1.111], [-0.465, 0.204, -0.357], [-0.492, -0.235, 1.161], [-1.052, -1.069, 0.211], [1.710, 0.227, -0.410], [0.756, 1.596, -0.977], [-1.239, 1.156, -0.357], [-1.339, 0.107, 1.737], [0.288, -0.500, 2.138], [-0.130, -1.734, 0.212]],
  "forces_ev_per_angstrom": [[-1.21, 0.16, -1.22], [3.31, 2.37, 4.72], [-2.93, 1.35, 3.01], [0.76, 2.05, 4.19], [3.84, -3.85, -2.17], [-1.71, 0.00, -0.86], [0.62, -1.71, -1.94], [1.56, -3.03, -0.74], [0.00, 1.43, 0.11], [-1.23, 0.35, -3.75], [-3.01, 0.88, -1.34]],
  "homo_energy_ev": -9.614,
  "fmax_ev_per_a": 6.23,
  "lumo_energy_ha": 0.038,
  "smiles": "FC[C@@H]1CN1",
  "relative_energy_kj_mol": 340.3,
  "homo_lumo_gap_ev": 10.6
}